21
Properties=species:S:1:pos:R:3:forces:R:3:lowdin_charge:R:1 method="wB97M-V/def2-TZVPD" fmax_ha_per_bohr=0.0386 e_homo_ev=-7.5 de_lowest_kcal_mol=76.9 total_energy_ev=-10874.3422 homo_lumo_gap_ev=8.12
C 2.858750 -0.526747 0.430496 0.0995 -0.3810 -0.1584 -0.267
O 1.495744 -0.466294 0.675251 -1.2686 -0.0953 -0.0357 -0.311
H 0.425540 -0.799622 0.087614 1.7263 0.8775 0.4378 0.125
H 3.419681 -0.564556 1.379007 -0.0854 -0.0775 -0.0575 0.059
H 3.155250 -1.418149 -0.147791 0.0365 0.1529 0.0062 0.064
H 3.240996 0.364835 -0.098855 -0.1303 -0.1086 -0.1116 0.058
C -0.210085 1.790860 -0.833638 0.0479 -0.0854 0.2394 -0.016
C -0.920149 -0.582359 -0.233572 -1.1502 0.9790 0.0277 -0.469
C -0.781101 0.798140 0.122579 0.4667 -0.8284 0.2813 -0.302
N -1.716529 -1.347892 0.705167 0.1423 -0.2972 0.4103 0.054
N -1.125452 -0.832720 -1.631530 0.0556 0.1174 -0.3424 0.060
N -1.045551 1.188947 1.383753 0.0022 -0.3852 -0.5541 0.164
H -1.946160 -0.377571 -2.013270 -0.0586 -0.0765 0.0811 0.075
H -2.470805 -1.854566 0.257098 0.0767 0.1502 -0.0119 0.073
H -1.148033 -2.006775 1.221929 -0.0221 -0.0959 -0.0466 0.078
H -1.170838 -1.815514 -1.864174 0.2158 0.0583 0.1162 0.075
H -1.391016 0.448850 1.985820 0.0745 0.1259 -0.0903 0.098
H -0.456454 1.888556 1.810928 -0.1894 0.0243 -0.1634 0.118
H -0.989226 2.122400 -1.526180 0.0578 -0.0130 0.0236 0.091
H 0.592012 1.333396 -1.407349 -0.0604 -0.0899 -0.0383 0.091
H 0.183427 2.656782 -0.303284 -0.0370 0.0484 -0.0133 0.082

12
Properties=species:S:1:pos:R:3:forces:R:3:lowdin_charge:R:1 method="wB97M-V/def2-TZVPD" fmax_ha_per_bohr=0.0318 e_homo_ev="-21.5 / -21.4" spin_multiplicity=2 total_charge=+2 de_lowest_kcal_mol=85.8 total_energy_ev=-5716.8525 homo_lumo_gap_ev="8.56 / 4.60"
C -1.219759 1.143918 -0.271611 0.3323 -0.1392 -0.6694 0.109
C 0.197909 0.457243 1.569320 0.7142 -0.1197 -0.7801 0.427
N -0.247718 0.317666 0.319393 -0.2355 1.0495 0.0122 0.134
H -1.062803 2.176825 0.124508 -0.4965 0.0459 0.3292 0.197
H -2.276431 0.874080 0.018989 -0.1117 0.2849 0.2891 0.223
H -1.181622 1.088601 -1.363089 0.0286 -0.1849 0.0760 0.156
H 0.133875 1.452828 2.022112 -0.2203 -0.1944 0.3803 0.179
H 0.784222 -0.369421 1.987284 -0.2634 -0.0018 0.2784 0.181
H 0.282692 -0.334186 -0.374211 0.9098 -1.3498 -0.1318 0.147
H 1.986398 -1.794879 -1.263600 -0.0731 0.0914 -0.2004 0.120
H 0.559039 -1.697799 -1.969862 0.4320 -0.4112 -0.2481 0.105
O 1.054835 -1.549142 -1.154055 -1.0165 0.9293 0.6646 0.020

131
Properties=species:S:1:pos:R:3:forces:R:3:lowdin_charge:R:1 method="wB97M-V/def2-TZVPD" fmax_ha_per_bohr=0.1477 e_homo_ev="0.2 / -7.0" spin_multiplicity=2 total_charge=-1 de_lowest_kcal_mol=87.1 total_energy_ev=-84779.5782 homo_lumo_gap_ev="1.61 / 8.80"
C 15.313521 -3.948273 -20.000877 -0.5483 1.1455 -1.1729 -0.100
C 15.824692 -4.815426 -21.123357 1.1528 1.3613 -1.8166 -0.123
O 15.909156 -6.062547 -20.556243 2.1857 -2.2947 -0.6432 0.112
C 15.150862 -6.103912 -19.514860 -2.4726 -4.6063 1.4235 -0.625
O 14.688423 -7.131420 -19.008464 1.4362 1.7688 -0.5406 0.099
O 14.763128 -4.930562 -19.185992 -1.6617 2.0223 2.6241 0.077
H 14.509069 -3.334211 -20.405703 -0.0766 0.2515 0.3086 0.128
H 15.993351 -3.308387 -19.438318 0.2996 -0.2837 -0.1495 0.147
H 16.789057 -4.497607 -21.519721 0.0686 -0.1031 0.1117 0.143
H 15.166534 -4.969161 -21.978507 -0.3175 0.7131 0.0559 0.111
C 12.399729 -1.328411 -17.775617 -0.9291 -0.0128 2.4972 -0.113
C 13.759518 -1.874034 -17.282029 -2.4431 -0.2960 -1.7961 -0.096
O 14.597002 -0.809949 -17.730050 1.7934 -0.8011 -0.2778 0.071
C 13.908834 0.312065 -17.930183 -0.5353 2.1412 2.5678 -0.588
O 14.320549 1.445574 -17.957816 0.5925 -1.2422 -1.0320 0.134
O 12.612744 0.088228 -17.695791 -0.9581 -0.7574 -1.6660 0.065
H 11.591995 -1.515855 -17.068137 0.0751 -0.1938 0.0927 0.108
H 12.030419 -1.764953 -18.703597 0.4782 0.7366 -0.5871 0.113
H 13.803110 -2.763091 -17.911124 1.3041 -0.1898 0.3204 0.103
H 13.784972 -2.150440 -16.227957 0.5305 0.5518 -0.0929 0.132
C 14.779634 -7.155275 -15.836307 -0.0664 -2.1647 0.2952 -0.105
C 13.465775 -6.465027 -15.698974 0.2772 0.6843 -0.0720 -0.108
O 13.930505 -5.162229 -15.420354 -1.6038 2.1724 0.4221 0.065
C 15.198744 -5.007511 -15.732786 0.6252 7.5011 1.0098 -0.633
O 15.786601 -3.887142 -15.729055 -1.8962 -3.6425 -0.1200 0.068
O 15.727925 -6.106264 -15.970715 2.7666 -4.3410 -1.4273 0.135
H 14.782901 -7.830680 -16.691823 0.4398 0.2897 -0.0246 0.120
H 14.954790 -7.729053 -14.926258 0.6299 0.0608 -0.0043 0.134
H 12.921064 -6.739724 -14.795677 -0.4813 -0.4113 -0.6522 0.139
H 12.968254 -6.449770 -16.668681 -0.6814 -0.1075 0.3763 0.121
C 4.888873 -1.997159 -19.280432 0.9072 0.3048 0.7015 -0.105
C 5.194972 -0.488795 -18.943831 -1.4156 -1.8837 -1.3712 -0.261
C 6.345102 -0.005167 -19.782782 0.4836 1.2557 1.4940 -0.207
C 7.617290 -0.499359 -19.160583 -1.1352 0.3301 -2.2525 -0.201
N 8.614837 -0.866362 -18.739443 0.4178 -0.1316 0.7147 0.174
H 4.255689 -2.400063 -18.489965 -0.0021 -0.2813 -0.1649 0.059
H 5.838686 -2.531091 -19.309802 0.1370 -0.2264 0.6216 0.032
H 4.510295 -2.301099 -20.256343 -0.5479 0.8803 -0.1158 0.057
H 5.367285 -0.415609 -17.870032 -0.0639 0.2999 -0.1237 0.098
H 4.330152 0.079332 -19.286511 -0.1753 0.2589 0.5820 0.097
H 6.366055 1.080739 -19.690701 0.3560 0.2648 0.2791 0.105
H 6.068135 -0.083727 -20.834082 1.0413 -1.0450 -0.1634 0.102
C 9.554282 -7.421425 -15.980060 0.9961 -1.1304 -0.8463 -0.074
C 8.968556 -8.769231 -16.638250 0.1057 0.0689 1.1058 -0.170
C 9.591956 -10.146295 -16.080783 -1.1213 0.4134 -2.2801 -0.196
C 9.285706 -10.332965 -14.727583 1.0724 0.5285 1.2333 -0.305
N 9.063982 -10.434794 -13.615824 -0.4971 -0.2562 1.3545 0.149
H 9.831279 -6.681222 -16.730698 0.0245 -0.2355 -0.2756 0.038
H 10.477971 -7.704012 -15.475049 0.2211 0.1072 -0.0114 0.048
H 9.027870 -6.821213 -15.237933 -0.8428 -0.7720 -0.0284 0.063
H 9.017770 -8.835389 -17.725118 0.3970 0.5077 0.0451 0.086
H 7.900284 -8.759190 -16.421914 -0.0462 -0.4007 0.0739 0.088
H 10.575708 -10.460946 -16.429073 0.5806 0.9972 0.6281 0.118
H 9.098840 -11.044959 -16.451379 -0.8972 0.2467 -1.0295 0.111
C 11.469568 -5.493277 -19.178791 -1.0166 1.3322 -0.3588 -0.095
C 10.972180 -4.345436 -20.087685 -1.6841 -1.7050 -0.3987 -0.235
C 9.629684 -3.652571 -19.646125 0.6606 0.9249 1.3434 -0.200
C 8.316561 -4.336134 -19.408856 -0.6826 -1.7451 -0.4505 -0.211
N 7.313261 -4.889215 -19.155234 2.2449 1.3988 -0.4357 0.137
H 10.601077 -6.121835 -18.981962 0.3781 -0.5700 -0.0323 0.059
H 11.747970 -5.021104 -18.236639 0.2889 -0.2326 0.2193 0.061
H 12.326445 -5.978202 -19.646463 -0.2435 -0.3455 0.2790 0.055
H 10.614375 -4.715708 -21.048395 0.7299 -0.5218 -0.3701 0.082
H 11.849589 -3.736681 -20.306034 -0.6346 0.9584 0.1644 0.087
H 9.482213 -2.790958 -20.297265 -0.3556 -0.1023 -0.0019 0.047
H 9.755497 -3.248921 -18.641464 0.3407 0.4834 0.1416 0.067
C 5.042042 -7.737689 -19.251173 -1.3800 2.1018 -0.6671 -0.143
C 4.476406 -8.827790 -18.394759 1.3419 -1.5887 -0.1249 -0.279
C 3.232531 -9.474405 -18.992006 -0.0807 0.5737 -0.5975 -0.195
C 2.110893 -8.542200 -19.039527 1.2482 -1.3328 0.1863 -0.260
N 1.210888 -7.859362 -19.103982 -1.7040 1.4072 -0.0592 0.143
H 5.770692 -7.049640 -18.822499 0.2118 -0.4909 0.1891 0.045
H 4.219838 -7.076034 -19.523744 -0.1583 0.4612 0.0011 0.065
H 5.371906 -8.067088 -20.236458 0.3668 -0.4321 0.2171 0.075
H 4.361947 -8.654063 -17.324791 0.0593 0.3952 -0.1564 0.114
H 5.281044 -9.546287 -18.551027 -0.1490 -0.8242 0.8926 0.097
H 2.883546 -10.403347 -18.541049 0.2707 0.0633 0.2145 0.117
H 3.461120 -9.672477 -20.039196 -0.0031 -0.2969 -0.1111 0.119
C 7.537248 0.221039 -25.560527 0.7271 -1.7232 -0.6155 -0.143
C 6.313112 -0.332945 -24.803764 1.0465 1.0830 -0.5420 -0.293
C 6.539888 -1.610751 -24.014724 -0.6956 -0.0632 1.6375 -0.297
C 7.574953 -1.640329 -22.939584 2.3794 0.1860 1.3267 -0.225
N 8.413334 -1.659682 -22.105087 -2.7400 0.0049 -2.6087 0.149
H 8.493752 -0.013507 -25.093427 -0.0979 0.5663 0.8766 0.058
H 7.568612 1.238551 -25.950131 -0.5023 -0.0013 0.3375 0.063
H 7.691362 -0.459442 -26.397956 -0.3109 0.1646 -0.6654 0.054
H 5.535415 -0.589247 -25.523212 -0.1425 0.1736 -0.0011 0.092
H 5.925329 0.451371 -24.153701 -0.1253 -0.1637 0.1804 0.093
H 6.466633 -2.548105 -24.566178 0.7826 0.0305 -0.3212 0.067
H 5.615030 -1.657816 -23.439803 -0.3040 -0.2974 0.3599 0.082
C 5.817647 -2.055754 -14.741941 0.8622 -0.9989 1.4365 -0.085
C 6.942570 -3.150712 -14.567497 -1.5553 0.9096 1.4613 -0.258
C 7.866170 -3.102008 -15.707981 2.1329 -1.1490 -2.1284 -0.212
C 9.338406 -3.343537 -15.484134 1.2532 -0.1896 0.4669 -0.183
N 10.478086 -3.570054 -15.338232 -2.4720 0.4938 -0.3588 0.135
H 5.215784 -2.126923 -13.835969 -0.3682 0.0985 -0.1119 0.062
H 5.171406 -2.203879 -15.607120 0.2848 0.0168 -0.0793 0.065
H 6.275849 -1.067526 -14.702468 -0.0568 0.0295 -0.4217 0.073
H 6.489686 -4.127498 -14.397544 -0.1276 -0.1446 -0.6112 0.106
H 7.466815 -3.040892 -13.618174 0.0464 0.6963 0.0344 0.107
H 7.771355 -2.233756 -16.360091 0.1125 0.3737 0.3471 0.098
H 7.608687 -3.906802 -16.396535 -0.0762 -0.1699 -0.2673 0.101
O 14.866890 -6.668784 -26.378593 -1.4769 0.0286 0.6660 -0.333
P 13.587438 -6.991231 -25.663115 -0.4532 0.1587 -0.1889 0.673
N 13.090249 -5.738640 -24.542242 4.7160 -1.7432 -1.9624 -0.298
C 13.814489 -4.408054 -24.414001 -1.7195 -0.9713 -1.3837 -0.074
C 12.181087 -5.941075 -23.541023 -3.4244 -0.2581 1.4168 -0.243
N 13.658161 -8.531875 -24.848560 -0.1621 0.7971 -0.6858 -0.300
C 14.435427 -8.741095 -23.580746 -1.5876 0.7464 -1.0100 -0.081
C 13.388281 -9.763573 -25.587964 0.3410 -0.5030 -0.2890 -0.146
N 12.218563 -7.069953 -26.777810 0.6430 -0.0557 1.0957 -0.312
C 10.879310 -7.392324 -26.308161 0.0015 0.5664 0.2048 -0.175
C 12.428169 -7.551947 -28.144291 1.7882 0.7469 1.1485 -0.138
H 14.001901 -4.064001 -23.396841 -0.0907 -0.5559 0.1651 0.049
H 12.997259 -3.813401 -24.822165 0.5927 1.1269 0.0223 0.072
H 14.717994 -4.328023 -25.018472 -0.2263 -0.2962 -0.0510 0.074
H 11.370251 -5.233626 -23.714674 -0.4306 0.5194 0.4738 0.069
H 12.466213 -5.823014 -22.495621 0.6916 0.0757 0.1382 0.069
H 11.619639 -6.874134 -23.588742 0.4965 -0.3931 -0.1410 0.066
H 15.207113 -7.984458 -23.438966 -0.0566 -0.0349 -0.0212 0.073
H 13.620250 -8.632599 -22.865326 0.7221 -0.2628 0.9210 0.071
H 14.874290 -9.738776 -23.569473 -0.0443 0.1162 0.0045 0.075
H 14.280733 -10.304366 -25.902874 0.7592 0.6704 -0.6242 0.074
H 12.990912 -10.616663 -25.038032 -0.9270 0.5860 0.9440 0.073
H 12.744544 -9.637286 -26.458449 0.1150 0.3048 0.1230 0.055
H 10.791504 -8.467331 -26.150787 -0.2885 -0.1480 0.3982 0.068
H 10.591512 -6.795358 -25.442778 0.1866 -0.3707 0.2061 0.047
H 10.124557 -7.111326 -27.042663 0.1950 0.0089 -0.3729 0.074
H 13.515578 -7.626220 -28.133242 0.1484 -0.5902 -0.9171 0.059
H 12.212826 -6.773663 -28.876409 -0.5698 -0.1870 -0.0820 0.080
H 11.937942 -8.509379 -28.320656 -0.0217 0.0251 -0.2162 0.073

17
Properties=species:S:1:pos:R:3:forces:R:3:lowdin_charge:R:1 method="wB97M-V/def2-TZVPD" fmax_ha_per_bohr=0.0878 e_homo_ev=-14.2 total_charge=+1 de_lowest_kcal_mol=60.8 smiles=C[NH2+]C1(N)CC1 total_energy_ev=-7298.3122 homo_lumo_gap_ev=10.93
C 1.250051 1.546550 0.466319 0.3915 0.1969 1.0814 0.045
N 0.427826 0.397455 1.039727 -0.1732 2.6570 -1.5078 0.094
C -0.367094 -0.289528 0.034569 -3.3498 -3.0177 0.2095 -0.467
N -1.648703 -0.655073 0.657377 3.8383 0.7683 2.0694 0.125
C -0.428699 -0.162312 -1.457142 1.2910 0.6502 1.6180 0.000
C 0.197214 -1.367647 -0.824341 -1.4486 1.8665 -0.1629 -0.011
H 2.279425 1.247759 0.140352 -1.1740 0.0206 0.2478 0.130
H 0.644049 1.962771 -0.327120 0.2507 0.2174 -0.0796 0.093
H 1.305946 2.246101 1.314655 0.3613 0.0096 -0.6298 0.110
H -0.265651 0.801860 1.703418 0.4940 -0.5637 -0.3067 0.194
H 1.040065 -0.225871 1.488038 0.8101 -1.1803 1.1250 0.161
H -2.418486 -0.571801 0.111257 -2.6040 0.3389 -1.9688 0.050
H -1.579986 -1.550342 1.095303 -0.3152 -0.4879 0.1793 0.095
H 0.100624 0.632958 -1.885830 1.1787 0.5725 -0.8443 0.094
H -1.404146 -0.195216 -1.804415 -1.6213 -0.4000 -0.7686 0.101
H -0.317316 -2.255116 -0.909836 -1.4121 -1.6946 0.1198 0.100
H 1.184882 -1.562547 -0.842332 3.4825 0.0465 -0.3816 0.084